# 1
Here is a molecular structure, C13H17F6IN3O6PdS2 from OMol25. Energies are from ωB97M-V with the def2-TZVPD basis set.

Values from the calculation:
M	722.74	g/mol
net charge	-1
HOMO energy	-3.908	eV
calculated total energy	-80068.4909	eV
frontier orbital gap	5.9175	eV

```
49
Properties=species:S:1:pos:R:3:forces:R:3
Pd 0.96441 -0.51500 -0.79493 -0.40 -0.37 -0.02
F -1.66696 -1.18276 -4.34819 -0.02 -0.02 -0.02
C -1.93775 -1.13902 -3.03919 -0.03 -0.05 0.00
F -1.53490 0.03224 -2.56601 0.04 0.02 -0.01
F -3.26272 -1.21111 -2.88605 -0.02 0.01 0.03
S -1.14081 -2.62465 -2.24392 -0.10 0.13 0.10
O 0.13328 -2.79477 -2.87507 -0.04 0.01 -0.03
O -2.11990 -3.65885 -2.39213 0.01 -0.05 -0.02
N -1.04366 -2.04668 -0.74382 0.48 0.02 -0.14
S -0.74075 -3.02071 0.46589 -0.18 -0.05 0.11
O 0.67192 -3.15427 0.74267 -0.02 0.05 0.02
O -1.53243 -4.21108 0.53041 0.03 -0.01 -0.02
C -1.37391 -1.94118 1.82022 -0.03 0.00 0.01
F -1.08297 -2.52292 2.98925 -0.01 -0.02 0.02
F -0.80816 -0.73762 1.80024 0.03 -0.01 0.02
F -2.69423 -1.79892 1.73828 0.00 0.00 -0.02
N 2.99625 -1.72194 1.72177 0.04 -0.08 0.14
C 3.00551 -0.43757 2.12169 -0.04 0.08 -0.10
O 2.07541 0.33277 1.97958 -0.08 0.02 0.11
C 4.29730 0.03118 2.76201 0.05 -0.01 0.10
I 5.64344 0.71346 1.24580 0.00 -0.01 0.05
H 2.17427 -2.11853 1.27810 -0.02 0.04 -0.02
H 3.77667 -2.32340 1.90909 0.03 0.01 -0.06
H 4.81468 -0.74572 3.31891 0.03 -0.03 -0.08
H 4.09560 0.87493 3.41118 -0.02 0.06 -0.09
C 3.48816 -1.09727 -2.67698 -0.01 0.02 0.00
O 2.93801 0.21427 -2.82570 0.04 -0.01 -0.05
C 1.94133 0.56335 -2.02543 0.10 0.19 -0.01
C 1.51846 1.94561 -2.43605 0.03 0.02 0.00
H 3.48094 -1.56834 -3.65863 0.01 -0.01 0.00
H 2.87966 -1.66902 -1.97535 0.00 0.00 0.00
H 4.51126 -0.99645 -2.31361 0.01 -0.01 0.01
H 2.38895 2.59813 -2.56051 0.00 0.00 -0.01
H 0.82155 2.37062 -1.71921 0.00 0.00 0.00
H 1.01931 1.86257 -3.40800 0.00 0.01 0.00
N -0.57560 2.10469 0.60278 -0.07 0.01 0.02
C -1.88628 2.29821 0.99983 0.00 -0.01 0.03
C -2.24521 3.35172 1.84627 0.00 0.00 -0.01
C -3.57108 3.55765 2.19253 0.00 0.00 0.00
C -4.57092 2.72553 1.70821 0.00 0.00 0.00
C -4.21723 1.67565 0.86788 0.01 0.00 -0.01
C -2.89735 1.45976 0.51506 -0.02 0.02 -0.01
H 0.13848 2.43862 1.23115 -0.01 -0.03 0.04
H -0.36094 1.16405 0.28086 0.17 0.09 -0.13
H -1.47275 4.00959 2.22881 0.00 0.00 0.00
H -3.82376 4.37995 2.85195 0.00 0.00 0.00
H -5.60504 2.88819 1.98255 0.00 0.00 0.00
H -4.97965 1.00900 0.48308 0.00 0.00 0.00
H -2.62994 0.63603 -0.13728 0.00 0.00 0.01
```
Positions in Å, forces in eV/Å.


# 2
Here is a molecular structure, C17H25N2Pt in a non-equilibrium geometry from OMol25. Energies are from ωB97M-V with the def2-TZVPD basis set.

Values from the calculation:
M	452.48	g/mol
<S²>	6.026
net charge	+1
energy above the lowest of the compared OMol25 structures with the same formula, charge and spin	0.0	kcal per mole
HOMO energy (spin up / spin down)	-9.492 / -11.441	eV
calculated total energy	-24247.5725	eV
frontier orbital gap (spin up / spin down)	7.3681 / 6.2692	eV
2S+1	5

```
45
Properties=species:S:1:pos:R:3:forces:R:3
C 2.69600 -0.82881 1.29944 -1.72 1.08 0.60
C 1.85431 -1.49825 2.35612 0.35 -0.37 0.46
C 3.15268 -1.51555 0.08311 0.71 -0.22 0.03
C 2.99110 0.63400 1.53889 0.53 -0.50 0.42
H 4.23915 -1.65195 0.20084 0.04 0.00 -0.54
H 2.95000 -0.94199 -0.84897 0.26 -0.55 0.51
H 2.74543 -2.52890 0.01853 0.05 0.19 -0.18
H 2.54891 -1.80753 3.20415 -0.94 0.15 -0.67
H 1.35794 -2.42984 1.95248 0.52 1.00 0.73
H 1.08998 -0.78732 2.81455 0.80 -0.91 -0.59
H 3.84232 0.68378 2.27381 -0.66 0.32 -0.46
H 2.10611 1.15440 2.00006 0.87 -0.34 -0.41
H 3.33526 1.13633 0.61448 -0.19 -0.09 0.55
C -1.96569 -1.29255 -1.25289 -0.12 -0.81 1.07
C -0.58943 -1.74635 -1.43968 0.35 -0.82 1.00
C -0.14101 -2.29649 -0.16950 0.01 0.86 -1.09
H 0.00458 -1.82063 -2.35248 -0.59 -0.10 0.30
C -1.22978 -2.18497 0.76474 -1.58 0.47 -1.00
C -2.35312 -1.58038 0.09500 1.77 -1.28 -0.52
H -3.33227 -1.47952 0.51686 -0.14 0.32 0.13
H -2.59667 -0.82242 -2.00107 0.22 -0.12 0.09
H 0.79773 -2.82891 0.00567 -0.63 0.27 -0.25
H -1.19547 -2.53874 1.78588 -0.08 0.13 -0.05
C -0.39876 2.53552 -0.99970 1.21 -0.38 -0.17
C -0.70316 1.74370 -2.14542 1.24 -0.24 0.58
C 0.43668 0.84923 -2.38688 0.57 1.41 0.48
H -1.64332 1.76821 -2.69286 0.34 -0.09 0.08
C 1.47805 1.19037 -1.42651 -1.64 0.00 -0.08
C 0.90165 2.13443 -0.49024 -0.86 0.41 -1.03
H 1.42103 2.50738 0.39025 -0.27 0.14 -0.41
H -1.00018 3.32826 -0.55997 0.05 -0.46 -0.12
H 0.58038 0.08142 -3.13760 -0.25 0.49 -0.13
H 2.50280 0.89220 -1.40724 0.25 -0.21 -0.24
Pt 0.07293 -0.01272 -0.25557 -0.27 0.14 0.29
C -5.32743 1.06264 0.45897 0.32 0.24 -0.31
N -4.12835 1.88882 0.18861 -1.36 0.43 -0.44
C -4.31980 3.20733 -0.45787 0.26 -0.59 0.02
C -2.95457 1.47669 0.53987 4.40 -1.31 2.08
N -1.87606 1.11738 0.93494 -3.97 1.33 -1.14
H -6.20368 1.68431 0.24224 0.23 -0.31 0.22
H -5.32282 0.74479 1.49405 -0.13 -0.04 0.18
H -5.34130 0.19405 -0.19529 -0.09 -0.09 -0.03
H -3.79766 3.96841 0.10989 -0.05 0.21 0.08
H -3.93551 3.18468 -1.47624 -0.05 0.09 -0.09
H -5.39278 3.39753 -0.48099 0.26 0.17 0.02
```
Positions in Å, forces in eV/Å.


# 3
Here is a molecular structure, C29H25Br2Cl26F10NO5PS in a non-equilibrium geometry from OMol25. Energies are from ωB97M-V with the def2-TZVPD basis set.

Values from the calculation:
M	1802.13	g/mol
net charge	-1
HOMO energy	-5.896	eV
calculated total energy	-555171.1338	eV
frontier orbital gap	7.1334	eV

```
100
Properties=species:S:1:pos:R:3:forces:R:3
C 2.60998 -4.95787 -0.84334 -1.12 -0.28 -0.09
C 1.77077 -3.65747 -0.94132 1.43 -0.90 0.66
C 2.56520 -2.48012 -1.54318 -1.10 0.12 -0.69
Cl 4.35185 -2.72413 -1.27504 -0.43 0.22 0.35
P 1.76209 -0.71472 -1.01311 2.80 -0.89 0.44
Cl 3.74109 0.20530 -1.53176 0.22 0.27 0.28
C 2.45404 -0.94757 0.77248 -0.26 0.14 0.44
C 3.58134 -0.08108 1.27071 0.68 -0.19 0.54
C 4.72622 -0.70871 1.76040 -0.12 -0.62 0.03
C 5.79455 -0.01921 2.29910 0.55 0.74 -0.66
C 5.78441 1.38018 2.34362 -0.07 -0.45 -0.62
C 4.65195 2.03129 1.86908 0.48 0.57 -0.03
C 4.59345 3.54160 1.95099 -0.50 -0.41 0.77
C 3.58847 1.30785 1.37061 -0.66 0.17 -0.34
C 1.37166 -0.11522 -2.84753 -0.50 -0.02 -0.06
Br 2.01769 1.63569 -3.43500 -0.45 -0.23 0.13
C 0.73701 -0.74080 -3.84862 0.14 0.40 0.04
C 0.51752 -0.15909 -5.23222 0.19 -0.87 0.09
Br 0.06340 -2.51350 -3.68319 -0.07 0.07 -0.25
O 0.26765 -1.42928 -0.71699 -0.13 0.52 0.56
C -0.84446 -0.59794 -0.48544 1.03 -1.11 -1.39
O -1.48083 -0.50723 -1.72821 -0.84 0.67 0.47
C -1.80648 -1.47479 0.37265 0.27 -0.31 -0.62
F -1.05586 -2.25355 1.17767 -0.17 0.29 0.43
F -2.68604 -0.77534 1.12199 0.05 0.06 0.06
C -2.67520 -2.48576 -0.44953 -0.10 -0.78 0.89
F -3.03323 -3.43492 0.47269 -0.11 0.14 0.01
F -1.97924 -3.17134 -1.35347 0.03 0.56 -0.42
C -4.05193 -1.97972 -1.00444 -0.80 -0.09 -0.09
F -4.16303 -0.69621 -1.29760 0.75 -0.34 -0.23
F -4.39600 -2.69794 -2.07990 0.79 0.31 -0.01
F -5.00454 -2.23220 -0.07751 0.10 0.12 0.03
C -0.22495 0.72881 0.13831 -0.35 -0.17 -0.15
C -0.41579 0.79400 1.68277 0.07 -0.99 -0.27
C 0.58112 1.56331 2.50777 0.70 0.47 0.89
C 0.69512 3.07253 2.54171 -0.43 -0.19 -1.12
N 1.30481 0.85444 3.27717 -0.35 -0.30 -0.04
S -1.40610 2.14951 -0.37390 -2.01 0.87 1.65
O -2.73798 1.64457 -0.59591 0.43 -0.62 -1.15
O -1.46535 3.16109 0.65707 1.34 0.21 -0.14
C -0.81223 3.15033 -1.82639 -0.56 0.80 0.26
F -1.65529 4.19218 -1.89517 -0.10 -0.16 -0.02
F 0.38351 3.64490 -1.55775 0.18 -0.39 -0.39
F -0.89463 2.51728 -2.98791 0.34 -0.26 0.07
O 1.04253 0.82156 -0.32863 -0.81 0.87 -0.33
H 3.31998 -4.93906 -0.02222 0.26 0.07 -0.23
H 1.90800 -5.77683 -0.63524 0.07 0.04 0.07
H 3.07024 -5.20204 -1.80014 0.32 0.07 0.13
H 0.89951 -3.93313 -1.52634 -0.14 0.60 -0.03
H 1.46703 -3.43527 0.08309 -0.28 0.15 -0.16
H 2.52196 -2.56136 -2.62938 -0.08 0.13 0.07
H 1.63654 -0.83097 1.48944 -0.10 0.14 -0.24
H 2.77186 -1.97689 0.94950 0.04 -0.05 -0.46
H 4.78182 -1.79160 1.72520 -0.01 0.01 -0.07
H 6.67179 -0.54374 2.66226 -0.08 -0.19 -0.09
H 6.64008 1.94083 2.74215 -1.33 -0.18 -0.35
H 5.58316 3.99428 1.91517 -0.04 0.05 -0.31
H 3.89615 3.96706 1.23032 0.25 0.06 -0.19
H 4.18828 3.78507 2.94421 0.05 0.17 -0.08
H 2.72882 1.85709 1.00739 0.07 0.00 -0.11
H 1.49824 -0.02535 -5.69227 -0.08 0.30 -0.06
H -0.01321 0.78758 -5.17704 0.06 0.05 -0.11
H -0.02246 -0.87625 -5.84897 -0.15 0.14 0.05
H -1.17052 0.23154 -2.26299 0.20 -0.09 0.00
H -0.28523 -0.24090 2.01102 0.15 0.10 0.05
H -1.45908 0.99587 1.92731 0.12 0.47 -0.02
H 1.59990 3.40569 3.04461 -0.10 -0.17 0.32
H -0.22010 3.48193 2.97352 0.15 0.14 0.12
H 0.73207 3.46888 1.52343 -0.02 0.03 0.08
H 1.93341 1.44171 3.82264 0.06 -0.01 0.00
C 10.15658 2.46318 3.06545 -0.03 -0.18 0.03
Cl 9.82563 4.19301 2.91590 0.01 0.01 0.00
Cl 10.82781 2.13045 4.66914 0.00 0.01 -0.02
Cl 8.64908 1.56538 2.84975 1.28 0.12 0.08
Cl 11.32291 1.97872 1.82743 -0.01 0.01 0.02
C -6.98080 -4.72777 -3.93759 0.00 0.05 0.06
Cl -5.75777 -4.13143 -5.06427 -0.01 -0.02 0.01
Cl -6.82835 -6.48495 -3.77853 -0.01 -0.01 -0.02
Cl -6.74767 -3.97146 -2.36645 -0.47 -0.29 -0.11
Cl -8.59247 -4.33805 -4.55605 0.00 0.00 -0.02
C -6.64408 2.32828 -0.12303 -0.11 -0.11 0.12
Cl -5.62535 3.21376 -1.25145 0.06 -0.05 -0.06
Cl -6.24005 0.61270 -0.12404 -0.21 0.41 0.09
Cl -6.41283 2.98309 1.50459 -0.01 0.02 0.00
Cl -8.34406 2.52617 -0.59937 -0.02 0.02 0.03
C -3.71888 7.60157 1.02359 0.03 -0.07 -0.02
Cl -3.27625 8.76390 -0.23629 -0.01 0.01 0.01
Cl -2.25619 6.96106 1.77173 -0.01 -0.01 -0.01
Cl -4.70262 8.41672 2.25096 0.00 0.01 -0.01
Cl -4.64179 6.28182 0.30962 0.01 -0.01 0.01
C 4.99502 0.58639 6.51699 0.22 -0.05 -0.18
Cl 4.23355 -0.95741 6.92073 0.01 0.04 0.00
Cl 6.40673 0.83725 7.56500 -0.04 0.00 -0.02
Cl 5.49432 0.58081 4.80371 -0.61 0.03 1.62
Cl 3.83426 1.89791 6.77878 0.00 0.00 0.00
C -12.36243 -6.67543 -4.36413 0.05 -0.01 0.03
Cl -13.74896 -6.69573 -3.26758 0.00 0.00 -0.01
Cl -12.20695 -5.06703 -5.08183 0.00 -0.02 0.01
Cl -10.89596 -7.06995 -3.46721 -0.03 0.01 -0.02
Cl -12.60904 -7.86776 -5.64598 -0.01 0.01 0.00
```
Positions in Å, forces in eV/Å.


# 4
Here is 2 unconnected molecules or ions with the total composition C3HIO in a non-equilibrium geometry from OMol25. Energies are from ωB97M-V with the def2-TZVPD basis set.

Values from the calculation:
M	179.94	g/mol
net charge	0
energy above the lowest of the compared OMol25 structures with the same formula, charge and spin	72.6	kcal per mole
HOMO energy (spin up / spin down)	-9.789 / -9.789	eV
calculated total energy	-13269.5094	eV
frontier orbital gap (spin up / spin down)	7.8299 / 7.8309	eV

```
6
Properties=species:S:1:pos:R:3:forces:R:3
C 1.92379 -0.52632 -0.00921 0.99 -0.40 0.02
C 0.89659 0.08208 0.02340 -4.31 1.11 -0.02
C -1.42788 0.66024 0.00349 2.32 1.05 0.00
O -1.67052 1.79251 -0.00621 0.45 -1.50 0.02
I -2.60195 -1.03512 -0.00154 0.25 -0.08 0.01
H 2.87996 -0.97340 -0.00993 0.31 -0.18 -0.03
```
Positions in Å, forces in eV/Å.


# 5
Here is 2 unconnected molecules or ions with the total composition C23H27 in a non-equilibrium geometry from OMol25. Energies are from ωB97M-V with the def2-TZVPD basis set.

Values from the calculation:
M	303.47	g/mol
net charge	+1
energy above the lowest of the compared OMol25 structures with the same formula, charge and spin	3.5	kcal per mole
HOMO energy	-11.153	eV
calculated total energy	-24281.2858	eV
frontier orbital gap	5.7316	eV

```
50
Properties=species:S:1:pos:R:3:forces:R:3
C -2.63909 -1.80198 -4.37605 -0.46 0.15 -0.64
C -1.33845 -2.00802 -3.71027 0.21 -0.61 0.03
C -1.28690 -2.09424 -2.34914 -0.61 -0.46 0.50
C -2.41619 -1.75132 -1.40608 -0.12 -0.09 0.40
C -0.08475 -2.48872 -1.74944 0.21 1.85 0.01
C 1.14621 -2.19832 -2.34750 0.54 -0.50 0.33
C 2.33864 -1.98160 -1.44196 -0.03 -0.23 0.37
C 1.18180 -2.07298 -3.70640 -0.06 -0.44 -0.28
C 2.48698 -1.84972 -4.37400 0.39 0.09 -0.62
C -0.08468 -2.17999 -4.51050 0.24 0.67 0.74
H -0.10094 -3.12491 -5.10400 0.00 0.50 0.26
H -2.52843 -1.76174 -5.45986 -0.07 0.08 0.04
H -3.35172 -2.61044 -4.14804 0.26 0.22 0.07
H -3.10153 -0.86455 -4.03039 0.12 -0.24 -0.16
H -1.96880 -1.27773 -0.51858 -0.27 0.06 -0.28
H -3.15569 -1.06274 -1.83729 0.30 -0.29 0.12
H -2.94172 -2.62824 -1.00134 0.06 0.09 -0.36
H -0.13426 -0.14168 1.08934 -0.10 -0.02 -1.15
H -0.08681 -2.65453 -0.67582 -0.08 -0.37 -0.12
H 1.95866 -1.86405 -0.42059 0.23 0.18 -0.14
H 3.02839 -2.83517 -1.38930 -0.09 0.20 -0.33
H 2.90226 -1.07017 -1.69983 -0.23 -0.41 0.03
H 2.35950 -1.76830 -5.46021 0.16 0.06 0.25
H 2.96211 -0.92067 -3.99420 -0.26 -0.47 -0.22
H 3.19869 -2.67658 -4.17657 -0.38 0.39 0.03
H -0.05598 -1.35116 -5.24476 -0.04 -0.38 -0.03
C 0.05580 -0.95778 1.76241 0.63 -0.44 0.32
C -1.25772 -0.91924 2.53399 -0.18 -0.11 0.37
C -2.23737 -1.90788 2.32384 0.46 0.59 -0.17
C -3.57608 -1.63660 2.59323 0.00 0.23 0.33
C -3.94235 -0.40224 3.14235 0.09 0.04 -0.30
C -2.96495 0.56074 3.41264 0.08 -0.42 0.18
C -1.62537 0.27763 3.15884 -0.26 -0.03 -0.15
C 1.44216 -0.54484 2.27005 0.10 0.00 0.60
C 2.55066 -1.39225 2.47971 -0.30 0.19 -0.29
C 3.81061 -0.85196 2.77035 -0.26 0.31 0.08
C 3.95294 0.53129 2.95577 0.03 -0.08 -0.43
C 2.87386 1.38770 2.71728 0.03 -0.43 0.35
C 1.64228 0.83272 2.39017 0.04 0.35 -0.10
H 0.13427 -1.90714 1.21593 -0.08 0.18 0.13
H -1.94434 -2.86123 1.88251 -0.09 0.18 0.01
H -4.33058 -2.38035 2.34155 0.11 0.15 0.23
H -4.98890 -0.16735 3.32507 0.19 -0.11 -0.05
H -3.23714 1.54269 3.79782 -0.01 -0.31 0.05
H -0.86755 1.02658 3.38396 -0.20 -0.14 -0.14
H 2.45039 -2.47700 2.37473 -0.05 0.34 0.00
H 4.69068 -1.50400 2.81905 -0.45 0.25 0.22
H 4.92053 0.94964 3.22346 -0.14 -0.13 -0.10
H 2.96989 2.47406 2.79296 0.08 -0.42 0.04
H 0.80531 1.50711 2.18911 0.29 -0.19 -0.01
```
Positions in Å, forces in eV/Å.


# 6
Here is a single C4H3ClO2 molecule in a non-equilibrium geometry from OMol25. Energies are from ωB97M-V with the def2-TZVPD basis set.

Values from the calculation:
M	118.52	g/mol
net charge	0
energy above the lowest of the compared OMol25 structures with the same formula, charge and spin	39.4	kcal per mole
structure (SMILES)	O=C=C/C=C(\O)Cl
HOMO energy	-7.751	eV
calculated total energy	-20811.7054	eV
frontier orbital gap	8.2778	eV

```
10
Properties=species:S:1:pos:R:3:forces:R:3
O 3.45599 0.01554 -0.18109 1.69 0.63 -0.64
C 2.44883 -0.42696 0.12788 1.42 -0.06 0.34
C 1.30083 -0.85863 0.45768 -2.36 -1.09 1.10
C 0.18752 -0.15785 -0.12988 -3.38 -0.29 1.72
C -1.03919 -0.59723 0.34290 3.57 0.11 -2.01
O -0.94816 -1.81941 0.94824 -4.09 -0.49 1.66
Cl -2.55422 -0.01486 -0.15666 -0.46 0.13 0.13
H 0.97994 -1.55971 1.25530 1.30 0.42 -0.77
H 0.29605 0.77177 -0.63767 -0.04 0.34 -0.49
H -1.85954 -2.00691 1.38819 2.36 0.31 -1.03
```
Positions in Å, forces in eV/Å.